1.
This record from the OMol25 dataset describes a molecular structure, C32H39MgN2O4P3S2. The level of theory is ωB97M-V/def2-TZVPD.

Geometry as ORCA input:
```
! wB97M-V def2-TZVPD RIJCOSX def2/J DEFGRID3
* xyz 0 1
Mg 0.137 0.353 -1.126
S 2.587 0.094 -0.517
P 1.606 0.009 1.292
C -0.024 0.343 1.153
P -1.200 -0.839 1.043
S -1.176 -1.759 -0.792
C -2.848 -0.087 1.178
C -3.960 -0.855 1.508
C -5.224 -0.283 1.517
C -5.385 1.057 1.194
C -4.277 1.826 0.867
C -3.012 1.256 0.863
C -1.249 -2.079 2.377
C -1.375 -1.606 3.683
C -1.464 -2.493 4.742
C -1.413 -3.861 4.504
C -1.274 -4.335 3.210
C -1.196 -3.446 2.145
C 2.047 -1.584 2.048
C 2.067 -1.723 3.433
C 2.288 -2.965 4.006
C 2.494 -4.074 3.198
C 2.476 -3.941 1.817
C 2.248 -2.700 1.242
C 2.431 1.229 2.361
C 3.819 1.307 2.420
C 4.427 2.242 3.243
C 3.652 3.107 4.005
C 2.267 3.033 3.949
C 1.657 2.092 3.129
H -3.840 -1.902 1.756
H -6.084 -0.886 1.778
H -6.372 1.502 1.201
H -4.402 2.874 0.621
H -2.132 1.843 0.630
H -1.408 -0.537 3.861
H -1.570 -2.121 5.753
H -1.478 -4.556 5.332
H -1.226 -5.401 3.024
H -1.096 -3.807 1.128
H 1.911 -0.857 4.067
H 2.297 -3.067 5.084
H 2.665 -5.046 3.646
H 2.636 -4.805 1.185
H 2.232 -2.589 0.165
H 4.418 0.642 1.810
H 5.507 2.300 3.288
H 4.129 3.838 4.646
H 1.662 3.701 4.549
H 0.577 2.009 3.057
C -0.264 -2.749 -5.069
C -1.281 -1.676 -5.388
O -0.681 -0.365 -5.377
P -0.873 0.508 -4.018
O 0.564 0.256 -3.246
C 1.853 0.630 -3.818
C 2.671 -0.606 -4.103
O -0.574 1.973 -4.641
C -1.574 2.998 -4.519
C -1.781 3.658 -5.863
H -0.723 -3.736 -5.147
H 0.116 -2.628 -4.054
H 0.573 -2.702 -5.767
H -2.104 -1.704 -4.667
H -1.697 -1.803 -6.387
H 2.341 1.260 -3.076
H 1.673 1.220 -4.713
H 2.789 -1.196 -3.194
H 3.662 -0.319 -4.457
H 2.193 -1.215 -4.869
H -1.219 3.711 -3.773
H -2.507 2.563 -4.149
H -0.846 4.084 -6.226
H -2.516 4.459 -5.779
H -2.137 2.934 -6.595
N -0.622 4.170 -0.079
C 0.219 3.208 -0.540
N 1.510 3.283 -0.179
O -0.208 2.350 -1.342
H -0.356 4.741 0.703
H -1.604 3.988 -0.201
H 1.770 3.794 0.649
H 2.076 2.461 -0.393
*
```

Calculated values
- Gap between HOMO and LUMO: 0.2673 Ha
- Highest occupied orbital energy: -0.2532 Eh

2.
This record from the OMol25 dataset describes 2 unconnected molecules or ions with the total composition C9H13NO. The level of theory is ωB97M-V/def2-TZVPD.

Geometry as ORCA input:
```
! wB97M-V def2-TZVPD RIJCOSX def2/J DEFGRID3
* xyz 0 1
C 2.250 -1.155 -1.744
C 1.334 0.035 -1.696
C 0.024 -0.109 -1.227
C -0.856 0.945 -1.325
C -0.461 2.153 -1.908
C 0.852 2.323 -2.274
C 1.764 1.263 -2.151
H 3.293 -0.878 -1.830
H 2.021 -1.750 -2.625
H 2.124 -1.870 -0.931
H -0.287 -1.031 -0.736
H -1.894 0.887 -1.038
H -1.190 2.939 -2.033
H 1.214 3.280 -2.646
H 2.774 1.494 -2.455
C -1.369 0.237 3.146
C -1.270 -1.156 2.608
N -0.256 -1.947 3.079
O -2.068 -1.577 1.796
H -0.527 0.523 3.774
H -2.280 0.269 3.733
H -1.416 0.973 2.343
H -0.379 -2.941 2.957
H 0.305 -1.583 3.836
*
```

Calculated values
- SMILES: Cc1ccccc1.CC(N)=O
- Gap between HOMO and LUMO: 0.3570 Ha
- Highest occupied orbital energy: -0.3269 Eh

3.
This record from the OMol25 dataset describes a single C4H8 molecule. The level of theory is ωB97M-V/def2-TZVPD.

Geometry as ORCA input:
```
! wB97M-V def2-TZVPD RIJCOSX def2/J DEFGRID3
* xyz 0 1
C 0.358 -1.548 0.167
C 0.407 0.234 0.480
C 0.195 1.033 -0.758
C -0.922 0.862 0.231
H -0.270 -1.703 -0.691
H -0.034 -1.995 1.068
H 1.383 -1.843 -0.006
H 1.065 0.515 1.280
H 0.135 0.500 -1.697
H 0.650 2.008 -0.853
H -1.220 1.723 0.811
H -1.746 0.215 -0.032
*
```

Calculated values
- SMILES: CC1CC1
- Gap between HOMO and LUMO: 0.4243 Ha
- Highest occupied orbital energy: -0.3747 Eh

4.
This record from the OMol25 dataset describes a single C7H10N2O3S molecule. The level of theory is ωB97M-V/def2-TZVPD.

Geometry as ORCA input:
```
! wB97M-V def2-TZVPD RIJCOSX def2/J DEFGRID3
* xyz 0 1
C 2.048 -1.457 -1.863
O 0.774 -0.843 -1.859
C 0.604 0.120 -0.895
C -1.113 0.312 -0.727
N -1.734 -0.945 -0.576
C -1.327 1.240 0.407
C -1.141 1.018 1.740
C -1.367 2.167 2.526
C -1.717 3.246 1.780
S -1.783 2.883 0.106
N 1.123 1.433 -1.262
O 1.339 2.197 -0.340
O 1.233 1.697 -2.439
H 2.027 -2.188 -2.669
H 2.233 -1.968 -0.909
H 2.847 -0.734 -2.045
H 1.002 -0.142 0.094
H -1.415 0.754 -1.680
H -1.537 -1.557 -1.357
H -1.505 -1.400 0.297
H -0.846 0.071 2.156
H -1.267 2.183 3.596
H -1.929 4.245 2.108
*
```

Calculated values
- SMILES: CO[C@H]([C@@H](N)c1cccs1)[N+](=O)[O-]
- Gap between HOMO and LUMO: 0.3387 Ha
- Highest occupied orbital energy: -0.3256 Eh

5.
This record from the OMol25 dataset describes a molecular structure, C35H33ClMoN4S2Si2. The level of theory is ωB97M-V/def2-TZVPD.

Geometry as ORCA input:
```
! wB97M-V def2-TZVPD RIJCOSX def2/J DEFGRID3
* xyz 2 3
C 3.342 -1.559 3.854
C 3.603 -1.442 2.443
C 2.979 -0.227 1.970
H 4.268 -2.073 1.860
C 2.355 0.410 3.098
C 2.542 -0.429 4.250
H 2.232 -0.173 5.256
H 3.750 -2.312 4.519
H 3.050 0.184 0.975
H 1.890 1.388 3.100
Mo 1.420 -1.535 2.704
Si 0.139 2.310 -2.340
C -0.698 1.496 -3.858
C -2.089 1.588 -4.098
H -2.714 2.241 -3.483
C -2.707 0.850 -5.117
H -3.798 0.856 -5.212
C -1.928 0.101 -5.996
H -2.403 -0.541 -6.733
C -0.541 0.178 -5.915
H 0.078 -0.335 -6.656
C 0.067 0.905 -4.887
H 1.150 1.023 -4.900
C -0.880 3.909 -2.320
C -0.820 4.912 -3.307
H -0.086 4.879 -4.110
C -1.708 5.992 -3.267
H -1.644 6.794 -4.002
C -2.676 6.070 -2.263
H -3.364 6.913 -2.221
C -2.722 5.088 -1.279
H -3.450 5.146 -0.476
C -1.818 4.033 -1.292
H -1.838 3.289 -0.496
H 1.363 2.842 -2.988
Si -2.083 -0.003 -0.711
C -1.065 1.156 0.369
C 0.208 1.689 -0.022
H 0.852 1.246 -0.823
C 0.908 2.571 0.835
H 1.902 2.909 0.540
C 0.365 3.029 2.026
H 0.908 3.757 2.655
C -0.906 2.558 2.398
H -1.346 2.937 3.331
C -1.603 1.669 1.569
H -2.618 1.402 1.865
C -0.798 -1.116 -1.535
C 0.535 -1.218 -1.111
H 0.850 -0.695 -0.202
C 1.481 -1.923 -1.839
H 2.536 -1.880 -1.558
C 1.101 -2.663 -2.957
H 1.817 -3.305 -3.467
C -0.226 -2.583 -3.389
H -0.548 -3.146 -4.267
C -1.158 -1.807 -2.712
H -2.174 -1.707 -3.112
H -2.891 -0.852 0.106
Cl -0.824 -1.708 1.797
N 2.388 -3.883 0.358
C 1.795 -4.415 1.437
N 1.444 -3.719 2.524
C 0.803 -4.526 3.475
C 0.738 -5.860 3.117
S 1.483 -6.148 1.575
C 0.193 -3.796 4.532
C -0.665 -4.178 5.553
S -1.325 -2.812 6.398
C -0.511 -1.751 5.229
N 0.326 -2.396 4.426
N -0.789 -0.445 5.167
H 2.514 -4.489 -0.443
H 2.600 -2.895 0.286
H 0.292 -6.612 3.754
H -0.860 -5.221 5.787
H -1.387 -0.059 5.888
H -0.604 0.113 4.335
*
```

Calculated values
- ⟨S²⟩: 2.0134
- Gap between HOMO and LUMO (alpha / beta): 0.2130 / 0.2142 Ha
- Highest occupied orbital energy (alpha / beta): -0.4644 / -0.4683 Eh

6.
This record from the OMol25 dataset describes a single C5H9N3O molecule. The level of theory is ωB97M-V/def2-TZVPD.

Geometry as ORCA input:
```
! wB97M-V def2-TZVPD RIJCOSX def2/J DEFGRID3
* xyz 0 1
C 0.788 -0.178 -1.167
C -0.956 -1.338 1.343
C 0.911 0.180 1.044
C 0.419 0.188 -2.613
C -0.321 1.922 -0.361
N 0.355 -0.962 1.529
N 0.407 0.594 -0.192
N -1.252 -2.355 2.072
O 1.860 0.698 1.606
H 1.166 0.994 -2.913
H -0.508 0.707 -2.875
H 0.618 -0.560 -3.378
H -0.818 2.177 0.648
H 0.443 2.599 -0.776
H -1.252 1.887 -1.015
H 0.958 -1.151 2.322
H -0.604 -2.829 2.723
H -2.214 -2.573 2.004
*
```

Calculated values
- Gap between HOMO and LUMO: 0.3170 Ha
- Highest occupied orbital energy: -0.2839 Eh

7.
This record from the OMol25 dataset describes a single C5H12N2 molecule. The level of theory is ωB97M-V/def2-TZVPD.

Geometry as ORCA input:
```
! wB97M-V def2-TZVPD RIJCOSX def2/J DEFGRID3
* xyz 0 1
C -2.465 0.504 1.963
C -1.886 0.744 0.785
C -0.645 1.517 0.586
C 0.318 0.793 -0.410
N 0.429 -0.650 -0.056
C 1.694 -1.229 -0.500
N 1.540 -2.013 -1.749
H -3.271 -0.175 2.200
H -2.182 1.206 2.749
H -2.326 0.337 -0.119
H -0.621 2.559 0.221
H -0.043 1.694 1.488
H -0.110 1.004 -1.391
H 1.332 1.174 -0.303
H -0.257 -1.121 -0.638
H 2.434 -0.445 -0.693
H 2.118 -1.907 0.243
H 1.616 -1.347 -2.506
H 2.326 -2.646 -1.871
*
```

Calculated values
- SMILES: C=CCCNCN
- Gap between HOMO and LUMO: 0.3682 Ha
- Highest occupied orbital energy: -0.3282 Eh

8.
This record from the OMol25 dataset describes a molecular structure, C7H13NO3S2. The level of theory is ωB97M-V/def2-TZVPD.

Geometry as ORCA input:
```
! wB97M-V def2-TZVPD RIJCOSX def2/J DEFGRID3
* xyz 0 1
C -1.740 -0.470 -0.025
C -1.319 1.986 0.709
C -1.785 0.588 1.077
C 1.095 0.771 1.103
C -3.169 0.642 1.618
C 2.101 -2.320 -1.639
C 2.341 0.229 -1.771
N 2.308 -1.044 -1.022
O -2.633 -0.859 -0.719
O -0.457 -0.943 -0.276
O 1.378 -1.775 1.272
S 0.429 2.005 0.042
S 1.150 -0.714 0.364
H -1.866 2.376 -0.114
H -1.366 2.744 1.567
H -1.111 0.243 1.790
H 1.873 0.914 1.836
H -3.026 0.713 2.682
H -3.627 -0.263 1.294
H -3.636 1.645 1.399
H 2.105 -3.045 -0.922
H 1.114 -2.351 -2.286
H 2.961 -2.676 -2.192
H 3.259 0.215 -2.342
H 1.409 0.341 -2.351
H 2.211 1.049 -1.093
*
```

Calculated values
- Gap between HOMO and LUMO: 0.3340 Ha
- Highest occupied orbital energy: -0.3223 Eh

Listing energy above the lowest of the compared OMol25 structures with the same formula, charge and spin for the structures above in their given order: 0.000; 0.093; 1.155; 3.328; 0.550; 4.617; 2.008; 5.615 eV.
Listing total energy for the structures above in their given order: -3674.0463; -480.7539; -157.1415; -1006.0287; -3475.6876; -435.2881; -307.1556; -1351.2133 Eh.